[1]
A structure of composition C24H27Br2N2O7SZn in a non-equilibrium geometry. Source: the OMol25 dataset; level of theory: the ωB97M-V functional and the def2-TZVPD basis.

The geometry in XYZ format:
```
64
Properties=species:S:1:pos:R:3:forces:R:3
Zn -0.22760 -0.08170 -0.12660 0.87 0.14 0.16
C -0.80610 -0.63770 2.95760 -0.35 0.08 0.17
O 0.14310 -0.06410 2.07570 0.25 0.18 -0.02
C 1.46660 -0.45170 2.38610 0.59 0.08 -0.07
C 2.42840 0.32090 1.49950 -0.13 -0.06 0.40
O 2.11650 0.03250 0.15300 -0.04 -0.25 0.23
C 3.01210 0.63360 -0.75670 0.15 0.12 -0.22
H -0.57470 -0.35520 3.99030 -0.01 -0.04 -0.09
H -0.81510 -1.72950 2.87640 0.02 0.03 -0.03
H -1.77810 -0.24460 2.67020 0.01 -0.09 0.01
H 1.59790 -1.52300 2.20120 -0.07 -0.03 0.05
H 1.68360 -0.23900 3.44130 0.00 -0.02 -0.13
H 3.45770 0.01170 1.72940 -0.12 0.04 -0.02
H 2.33920 1.39870 1.68910 0.02 -0.02 -0.03
H 4.04820 0.38510 -0.50410 -0.08 -0.01 0.00
H 2.90190 1.72420 -0.76560 -0.02 -0.02 0.02
H 2.77960 0.23360 -1.74030 0.03 0.05 -0.04
Br -0.18040 1.17980 -6.66900 0.00 -0.08 0.33
C -0.10350 0.75290 -4.83110 0.06 -0.02 0.09
C -0.00640 -0.56770 -4.41560 -0.01 0.22 -0.08
C 0.05890 -0.80600 -3.05540 0.07 -0.15 -0.24
N 0.02770 0.15320 -2.14530 0.18 0.32 -0.27
C -0.06550 1.42780 -2.53320 0.07 -0.20 -0.80
C -0.12010 1.76540 -3.88210 -0.02 -0.14 0.03
C -0.07920 2.44010 -1.46380 0.08 0.81 0.27
C -0.08530 3.80430 -1.73400 -0.02 -0.06 0.08
C -0.10450 4.70340 -0.67750 0.01 -0.08 0.07
Br -0.09850 6.56190 -1.01820 -0.01 -0.34 0.07
C -0.12110 4.21970 0.62270 0.02 0.11 -0.27
C -0.10120 2.84640 0.79480 0.03 0.24 0.22
N -0.06340 1.98530 -0.20810 0.08 0.22 -0.28
H 0.03240 -1.37530 -5.12730 -0.02 -0.10 -0.04
H 0.16620 -1.80880 -2.67250 -0.04 -0.13 0.02
H -0.17900 2.78780 -4.21140 -0.05 0.10 0.02
H -0.07570 4.17960 -2.74120 -0.01 0.03 -0.13
H -0.13700 4.88890 1.46650 -0.03 0.02 0.11
H -0.11050 2.41560 1.78420 -0.02 -0.04 0.12
C 0.23070 -4.31520 1.35390 -0.46 0.43 -0.27
S -0.70020 -3.25050 0.17250 0.49 -1.66 -0.04
C -0.36070 -4.34300 -1.26420 -0.34 0.40 0.39
O 0.20550 -2.07720 -0.06060 0.59 0.07 -0.07
H -0.20210 -5.30890 1.33590 -0.13 -0.13 -0.02
H 0.13910 -3.91320 2.35780 -0.05 0.15 0.03
H 1.27370 -4.35470 1.05940 0.11 0.10 -0.17
H -0.66270 -5.35590 -1.02320 -0.12 -0.11 0.05
H 0.70240 -4.30840 -1.48040 0.14 0.09 0.10
H -0.93510 -3.98930 -2.11470 -0.07 0.09 -0.03
O -2.59810 1.19040 -1.34130 -0.31 0.18 -0.21
C -2.90930 0.35280 -0.50110 -0.18 -0.04 0.00
O -2.03990 -0.34030 0.15930 -1.10 -0.50 0.51
C -4.33230 0.04830 -0.15610 -0.11 -0.14 0.16
C -4.60560 -0.92000 0.80440 0.13 0.16 -0.16
C -5.90700 -1.23940 1.17440 -0.45 0.07 -0.04
C -6.92280 -0.55450 0.54710 0.37 0.32 -0.36
O -8.26730 -0.67360 0.71670 0.36 -0.26 0.30
C -8.86010 0.23310 -0.19070 -1.21 0.17 -0.23
O -7.84140 0.92940 -0.87780 0.42 0.18 -0.14
C -6.65790 0.41890 -0.42270 0.14 -0.47 0.42
C -5.37560 0.73600 -0.79180 -0.24 0.02 -0.02
H -3.77420 -1.43150 1.26330 0.02 -0.04 0.04
H -6.12040 -1.98780 1.91820 -0.03 -0.12 0.11
H -9.49370 0.94340 0.35950 0.22 -0.11 -0.07
H -9.48050 -0.32200 -0.91110 0.21 0.08 0.13
H -5.17000 1.47910 -1.54190 0.09 0.14 -0.12
```
Forces are in eV/Å.

Results
Net charge = +1
Gap between HOMO and LUMO = 6.68 eV
Lowest unoccupied orbital energy = -3.104 eV
E_HOMO = -9.784 eV



[2]
A structure of composition C24H27Br2N6PtTe. Source: the OMol25 dataset; level of theory: the ωB97M-V functional and the def2-TZVPD basis.

The geometry in XYZ format:
```
61
Properties=species:S:1:pos:R:3:forces:R:3
Pt -0.98108 0.82655 1.62973 -0.08 0.05 -0.57
Br -5.56771 5.45334 0.03450 0.00 0.00 0.00
C -4.24034 4.20101 0.45039 -0.02 0.00 0.01
C -3.01663 4.23830 -0.19578 0.02 0.00 0.00
C -2.07466 3.28453 0.13829 -0.05 -0.05 -0.11
N -2.30808 2.34132 1.04792 -0.17 -0.07 0.07
C -3.47847 2.33071 1.70890 0.11 0.14 0.12
C -4.47651 3.24448 1.42705 0.01 0.03 0.00
C -3.56587 1.32845 2.79290 0.00 -0.12 0.00
C -4.72631 1.08872 3.50111 -0.03 0.02 0.01
C -4.72723 0.11433 4.48838 0.00 0.02 -0.03
Br -6.29125 -0.23375 5.45290 0.00 0.00 0.00
C -3.56929 -0.59768 4.74011 0.03 0.00 0.04
C -2.44418 -0.30910 3.99274 0.03 0.14 0.12
N -2.43040 0.63612 3.04625 0.08 -0.08 0.10
H -2.79811 4.98664 -0.94278 0.01 0.00 0.00
H -1.10583 3.26072 -0.33937 -0.03 0.00 -0.02
H -5.41406 3.23767 1.96120 0.00 0.00 -0.01
H -5.62955 1.63725 3.28272 0.00 -0.01 0.01
H -3.53125 -1.36632 5.49770 0.00 0.00 0.00
H -1.51153 -0.83587 4.14231 -0.07 -0.06 0.00
C 2.23439 -4.81267 -2.26184 0.01 0.01 0.00
C 1.88194 -3.85134 -1.16085 0.00 0.01 -0.02
C 2.86120 -3.22507 -0.40454 0.02 0.03 -0.02
C 2.54610 -2.34591 0.62834 -0.01 0.05 -0.04
C 3.68386 -1.72895 1.40233 0.01 -0.04 -0.03
C 1.19598 -2.07532 0.91410 0.14 0.02 0.12
Te 0.83097 -0.76416 2.56379 -0.21 -0.26 0.14
C 0.18956 -2.70152 0.16478 -0.05 0.00 0.00
C -1.28584 -2.53723 0.41776 -0.01 -0.03 0.05
C 0.55726 -3.57052 -0.85908 0.00 0.05 -0.06
H 3.31315 -4.89115 -2.38821 0.00 0.00 0.00
H 1.80220 -4.49783 -3.21288 -0.01 0.00 0.00
H 1.84811 -5.80942 -2.04417 0.00 0.00 0.00
H 3.90567 -3.42817 -0.61577 0.00 -0.02 0.01
H 4.64030 -2.02604 0.97447 0.00 -0.01 0.00
H 3.67686 -2.04427 2.44755 -0.01 0.02 0.00
H 3.63560 -0.63700 1.40929 0.01 0.00 0.03
H -1.52695 -1.58475 0.88410 0.00 0.00 0.00
H -1.64621 -3.32952 1.07972 0.02 0.03 0.03
H -1.84296 -2.61126 -0.51619 0.00 -0.02 0.00
H -0.22792 -4.05111 -1.43394 0.00 0.00 0.00
C 3.61544 2.22016 -2.06219 0.01 -0.01 0.00
C 3.10692 1.34590 -3.20416 0.00 -0.01 0.02
C 2.23247 2.13474 -4.17247 -0.01 0.00 0.01
C 2.39938 0.09229 -2.68717 0.05 -0.02 -0.02
N 1.27397 0.39248 -1.80002 0.04 0.05 0.00
C 1.26097 0.54153 -0.48396 -0.12 -0.04 0.00
N 0.01368 0.79093 -0.13501 0.37 0.23 0.05
N -0.72379 0.80907 -1.26902 -0.04 -0.04 -0.03
N 0.02817 0.56806 -2.26779 -0.02 -0.02 0.03
H 4.20814 3.04569 -2.45424 0.00 0.00 0.00
H 4.24584 1.65912 -1.36840 0.00 0.00 0.00
H 2.78858 2.66033 -1.49816 0.00 0.01 0.00
H 3.97369 0.96148 -3.74987 0.00 0.01 -0.02
H 1.31445 2.47723 -3.69010 0.01 0.01 0.01
H 1.94897 1.53282 -5.03641 -0.01 0.00 0.01
H 2.76577 3.01425 -4.53241 0.00 0.00 -0.01
H 3.07955 -0.53929 -2.11509 -0.03 -0.01 0.02
H 1.98449 -0.49704 -3.50293 0.01 -0.01 0.00
H 2.09838 0.44605 0.18343 0.03 0.03 -0.02
```
Forces are in eV/Å.

Results
ΔE to the lowest compared entry with this formula, charge and spin = 0.0 kJ/mol
Net charge = +1
Gap between HOMO and LUMO = 6.07 eV
Lowest unoccupied orbital energy = -3.785 eV
E_HOMO = -9.853 eV



[3]
A structure of composition C24H27CoN4O4S3 in a non-equilibrium geometry. Source: the OMol25 dataset; level of theory: the ωB97M-V functional and the def2-TZVPD basis.

The geometry in XYZ format:
```
63
Properties=species:S:1:pos:R:3:forces:R:3
Co -0.44205 0.90764 -0.64487 -0.71 0.27 -0.53
C -2.44673 2.14715 -3.23586 0.09 0.24 0.28
C -1.40317 1.26732 -3.89496 0.22 -0.40 0.32
S -0.80472 -0.15183 -2.90429 -0.16 0.15 -0.25
C -2.25820 -1.25666 -2.73281 0.34 0.28 0.12
C -3.32414 -0.86316 -1.72214 0.02 0.10 0.56
S -2.62730 -0.36256 -0.09043 -0.18 0.25 -0.39
C -3.58022 1.13014 0.35643 0.12 -0.41 0.03
C -3.64510 2.25321 -0.66359 0.19 0.18 0.02
S -2.06796 2.66224 -1.49997 -0.14 -0.23 -0.23
H -3.41585 1.65616 -3.23736 -0.03 0.08 0.04
H -2.53129 3.07666 -3.79937 -0.09 -0.09 -0.06
H -0.49050 1.82567 -4.10839 -0.01 -0.04 -0.08
H -1.78673 0.87115 -4.83771 0.07 0.10 0.02
H -1.80765 -2.20776 -2.44699 -0.02 -0.01 -0.09
H -2.70761 -1.36881 -3.72103 0.09 -0.06 0.02
H -3.96035 -1.73041 -1.52883 -0.02 0.13 -0.12
H -3.95001 -0.05410 -2.08777 -0.03 0.00 0.02
H -3.06765 1.47229 1.25533 -0.11 -0.07 0.02
H -4.58890 0.81269 0.62271 0.01 0.11 0.05
H -3.93534 3.16666 -0.14260 -0.10 -0.06 -0.05
H -4.38853 2.06832 -1.43640 0.04 0.04 -0.02
O -0.86494 -6.63119 -1.12478 0.02 -0.45 -0.56
C -0.80892 -5.99427 0.03477 -0.07 0.16 0.74
O -1.13733 -6.51533 1.06491 0.09 0.05 -0.47
C -0.35878 -4.55646 0.03846 0.05 0.25 -0.01
C 0.25985 -3.91167 -1.03462 -0.06 -0.08 0.11
C 0.55802 -2.57062 -0.95652 -0.14 0.20 -0.22
C 0.31710 -1.84592 0.22942 0.10 -0.36 0.09
C -0.24929 -2.52311 1.33311 0.16 -0.02 0.02
C -0.60780 -3.84037 1.21493 -0.01 -0.02 0.10
N 0.60761 -0.52378 0.25978 0.23 -0.59 -0.35
C 1.12947 0.02158 1.45204 -0.21 0.58 0.99
C 2.42642 1.82089 0.24995 0.40 0.69 -0.48
C 3.54360 2.66776 0.21160 0.04 -0.05 0.00
C 3.59632 3.68624 -0.71447 -0.32 -0.12 0.04
C 2.54184 3.84768 -1.60527 -0.12 -0.18 -0.08
C 1.48931 2.96442 -1.52089 0.36 0.50 -0.25
N 1.41299 1.97957 -0.61619 -0.18 -0.32 0.38
H -0.55870 -6.13376 -1.89635 -0.07 0.01 0.31
H 0.53556 -4.45101 -1.93013 0.00 0.00 -0.09
H 1.03154 -2.05792 -1.77979 0.10 0.01 -0.09
H -0.48787 -1.97503 2.23257 -0.01 0.00 0.13
H -1.09472 -4.34995 2.03205 -0.03 -0.10 0.04
H 1.40439 -0.77182 2.16167 -0.08 0.32 -0.15
H 4.36375 2.52126 0.89331 -0.02 -0.01 0.00
H 4.43994 4.35880 -0.73753 0.10 0.00 0.02
H 2.54622 4.63008 -2.34747 -0.04 0.02 -0.06
H 0.65968 3.04903 -2.21193 -0.03 0.01 0.07
C 3.83073 -0.09942 4.45025 0.49 -0.28 0.44
N 2.84418 0.42144 3.50909 0.12 -0.14 -0.26
C 1.73188 0.97886 4.04222 -0.69 0.30 -0.22
C 0.58230 1.39567 3.43080 -0.10 0.21 0.49
C 0.20154 1.06353 2.10988 0.36 -0.85 -0.40
O -0.72776 1.52218 1.43907 -0.14 0.23 -0.06
N 2.33006 0.83555 1.23385 -0.09 -0.74 0.17
C 3.32210 0.63981 2.20045 0.15 0.03 -0.16
O 4.49395 0.64530 1.96480 0.21 0.04 0.03
H 3.32643 -0.76114 5.15053 0.01 0.01 0.00
H 4.32337 0.70254 5.00091 -0.01 0.03 -0.09
H 4.58619 -0.66265 3.90694 -0.10 0.08 0.05
H 1.80756 1.12772 5.11334 0.00 0.00 0.02
H -0.11781 1.97349 4.01613 -0.01 0.03 0.08
```
Forces are in eV/Å.

Results
ΔE to the lowest compared entry with this formula, charge and spin = 94.0 kJ/mol
Net charge = +2
Gap between HOMO and LUMO (alpha / beta) = 8.66 / 6.17 eV
Lowest unoccupied orbital energy (alpha / beta) = -5.929 / -8.397 eV
E_HOMO (alpha / beta) = -14.584 / -14.571 eV
Spin multiplicity = 5



[4]
The molecule C24H27N3O5 in a non-equilibrium geometry. Source: the OMol25 dataset; level of theory: the ωB97M-V functional and the def2-TZVPD basis.

The geometry in XYZ format:
```
59
Properties=species:S:1:pos:R:3:forces:R:3
C -6.70059 -4.16114 -0.61893 -0.11 -0.09 -0.16
O -5.97573 -3.57730 0.43606 0.18 0.18 0.22
C -5.35345 -2.38618 0.21255 0.10 0.12 0.08
C -5.35703 -1.68894 -0.98945 -0.14 -0.33 0.16
C -4.68914 -0.48368 -1.10480 0.04 0.15 -0.11
C -3.99975 0.06451 -0.02687 -0.20 -0.28 -0.20
N -3.31802 1.29105 -0.13547 0.10 0.08 0.30
C -2.62540 1.84064 1.01595 0.00 -0.02 0.26
C -1.97036 3.15128 0.54427 0.05 0.16 0.05
C -0.45414 3.20125 0.75079 -0.52 0.24 0.10
O 0.00589 4.04083 1.50497 -0.01 0.23 0.22
N 0.34484 2.34000 0.08584 0.40 -0.15 -0.18
C -0.00575 1.22645 -0.76330 -0.15 -0.39 0.00
C 0.49056 -0.08276 -0.14041 -0.11 0.10 -0.24
N 1.92493 -0.01488 0.04262 -0.08 -0.08 0.06
C 2.49648 -1.27249 0.49285 -0.04 -0.03 -0.06
C 3.99915 -1.23805 0.40667 0.05 -0.12 0.21
C 4.78813 -1.63987 1.47127 -0.23 0.02 -0.10
C 6.18065 -1.62325 1.40526 0.40 0.08 -0.25
C 6.74425 -1.18081 0.23514 -0.41 0.11 -0.27
C 5.95542 -0.76782 -0.84130 0.16 -0.20 0.47
C 4.58619 -0.79033 -0.78205 0.35 0.02 -0.12
O 6.76694 -0.37595 -1.87332 -0.51 -0.01 0.04
C 8.08986 -0.55751 -1.41672 1.06 0.24 -0.67
O 8.06773 -1.05781 -0.09730 -0.21 -0.15 0.42
C 2.25727 1.08560 0.92942 0.06 0.28 -0.18
C 1.77748 2.39529 0.31202 0.30 0.08 0.40
C -2.42965 3.32341 -0.90361 -0.06 0.00 -0.02
C -3.23682 2.08094 -1.24464 0.18 0.44 -0.21
O -3.70645 1.85627 -2.33713 -0.11 -0.04 -0.21
C -3.99884 -0.63907 1.17947 0.02 0.06 -0.04
C -4.66291 -1.84142 1.29379 -0.16 -0.20 -0.14
H -7.51990 -3.51484 -0.94985 0.04 -0.02 0.00
H -7.11196 -5.08586 -0.21734 0.01 0.06 -0.08
H -6.05400 -4.39356 -1.47135 -0.03 0.02 0.02
H -5.87859 -2.06921 -1.85313 -0.06 -0.06 -0.07
H -4.70902 0.03714 -2.04639 0.02 0.02 0.01
H -3.34055 2.03195 1.82276 0.12 -0.06 -0.02
H -1.87683 1.13163 1.38450 -0.08 0.01 0.03
H -2.33840 3.97960 1.15499 0.14 -0.19 -0.09
H -1.07381 1.16384 -0.94049 0.03 0.02 0.02
H 0.50102 1.35906 -1.72670 -0.11 -0.04 0.01
H 0.25620 -0.90878 -0.81579 -0.02 -0.01 0.03
H -0.03647 -0.26105 0.81693 0.00 0.01 -0.06
H 2.18462 -1.52027 1.52282 0.02 -0.03 -0.07
H 2.12065 -2.05947 -0.16960 -0.07 0.01 0.09
H 4.31742 -1.97991 2.38138 -0.09 -0.01 0.10
H 6.79031 -1.93904 2.23471 0.09 -0.04 0.12
H 3.97594 -0.46799 -1.60774 -0.10 0.08 -0.15
H 8.62257 0.40694 -1.43647 -0.19 -0.20 0.06
H 8.61196 -1.27237 -2.07325 -0.19 0.11 0.18
H 3.34056 1.11544 1.05664 -0.03 0.04 0.05
H 1.79136 0.95811 1.92392 0.04 -0.01 -0.03
H 1.98382 3.23548 0.97538 0.00 -0.11 -0.14
H 2.28010 2.54834 -0.64799 0.02 0.00 0.03
H -3.07469 4.19437 -1.02794 0.02 -0.05 -0.03
H -1.60579 3.43324 -1.60944 -0.06 -0.05 -0.04
H -3.48697 -0.25984 2.04839 0.07 0.07 0.07
H -4.66130 -2.38119 2.22739 0.01 -0.06 0.12
```
Forces are in eV/Å.

Results
ΔE to the lowest compared entry with this formula, charge and spin = 283.6 kJ/mol
Gap between HOMO and LUMO = 8.77 eV
Lowest unoccupied orbital energy = 0.668 eV
E_HOMO = -8.101 eV
SMILES = COc1ccc(N2C[C@@H](C(=O)N3CCN(Cc4ccc5c(c4)OCO5)CC3)CC2=O)cc1